1.
Computed, not measured: a molecular structure, EuH3NOP in a non-equilibrium geometry, with the ωB97M-V functional and the def2-TZVPD basis.

Positions of all 7 atoms, in Å:
Eu  -0.048  -0.256  2.844
P  -0.419  0.039  -0.540
O  -1.188  -1.165  -0.577
N  1.131  -0.095  -1.116
H  -0.342  0.333  0.916
H  -0.967  1.178  -1.130
H  1.873  0.022  -0.419

Computed properties:
net charge	+2
maximum force	0.050	Eh/bohr
multiplicity	7
expectation value of S²	12.011
LUMO energy (spin up / spin down)	-10.71 / -10.58	eV
DFT total energy	-32179.9896	eV
gap between HOMO and LUMO (spin up / spin down)	8.885 / 8.855	eV

=====

2.
Computed, not measured: a molecular structure, F14KN7O28S14 in a non-equilibrium geometry, with the ωB97M-V functional and the def2-TZVPD basis.

Positions of all 64 atoms, in Å:
K  0.758  -0.768  0.552
S  1.084  6.024  -2.510
S  -7.546  -0.810  -2.310
S  -4.355  2.963  3.929
S  4.006  3.278  4.104
S  5.937  -1.326  -3.766
S  -6.149  3.885  2.821
S  8.157  -0.629  -3.417
S  -1.257  -4.424  5.729
S  -0.764  -5.747  -4.489
S  -1.257  -4.392  -6.134
S  4.926  1.181  4.102
S  2.695  7.738  -2.153
S  0.234  -5.977  4.761
S  -5.889  -1.593  -0.838
F  5.457  0.268  2.873
F  4.499  -0.765  -4.217
F  4.119  8.283  -2.734
F  -2.402  -4.282  -7.245
F  -3.062  3.238  4.951
F  1.487  -6.884  5.198
F  2.798  4.210  3.543
F  -1.445  -6.963  -3.611
F  -5.179  -2.991  -0.355
F  1.309  4.495  -1.938
F  -8.535  -1.540  -3.380
F  -1.242  -3.255  6.839
F  -6.666  5.440  2.683
F  8.906  0.682  -3.985
O  -0.079  -4.619  -6.989
O  -0.832  -6.904  4.345
O  -0.578  -4.772  -3.415
O  -6.554  -1.194  0.332
O  -1.436  -3.074  -5.521
O  -5.871  3.581  1.403
O  1.694  8.658  -2.714
O  -7.219  3.162  3.537
O  0.380  -6.401  -5.075
O  3.394  3.069  5.446
O  6.185  -2.251  -4.886
O  0.867  -5.152  3.718
O  0.405  5.588  -3.729
O  0.264  6.543  -1.440
O  -6.812  0.141  -3.145
O  -5.095  1.988  4.773
O  8.717  -1.688  -4.226
O  -4.703  -0.903  -1.316
O  8.561  -0.605  -2.025
O  -8.497  -0.345  -1.284
O  6.270  1.678  4.468
O  -1.236  -3.600  4.528
O  5.440  -1.794  -2.488
O  -3.582  2.387  2.836
O  -2.501  -4.990  6.275
O  2.941  7.925  -0.730
O  4.142  0.245  4.960
O  5.063  4.271  3.994
N  -6.684  -2.267  -1.892
N  3.989  2.200  3.068
N  2.725  6.311  -2.634
N  -1.956  -5.695  -5.410
N  6.567  0.025  -3.690
N  0.212  -5.213  6.061
N  -4.804  4.357  3.859

Computed properties:
net charge	-6
maximum force	0.256	Eh/bohr
LUMO energy	8.61	eV
DFT total energy	-273804.5654	eV
gap between HOMO and LUMO	8.058	eV

=====

3.
Computed, not measured: a molecular structure, F18NO3P3Rb in a non-equilibrium geometry, with the ωB97M-V functional and the def2-TZVPD basis.

Positions of all 26 atoms, in Å:
Rb  -1.739  19.819  -0.183
P  0.190  17.208  1.789
P  -4.735  17.373  -0.052
P  0.773  22.367  -1.158
F  -3.571  17.954  -1.028
F  -0.554  22.297  -2.105
F  -5.526  18.767  -0.236
F  1.627  16.440  1.687
F  -0.445  16.290  0.623
F  -0.095  22.299  0.198
F  -3.944  17.950  1.237
F  -5.977  16.872  0.895
F  -5.481  16.759  -1.358
F  0.815  20.750  -1.293
F  0.858  18.124  2.953
F  -0.323  16.145  2.869
F  2.170  22.342  -0.360
F  1.650  22.505  -2.556
F  0.705  23.974  -1.064
F  -3.985  15.970  0.166
F  -1.136  18.129  1.933
F  0.666  18.231  0.595
O  -4.043  22.107  1.857
O  -5.781  22.404  0.585
O  -3.935  21.619  -0.252
N  -4.580  22.070  0.725

Computed properties:
net charge	-3
maximum force	0.030	Eh/bohr
LUMO energy	6.37	eV
DFT total energy	-85088.1563	eV
gap between HOMO and LUMO	6.743	eV

=====

4.
Computed, not measured: F2 in the gas phase in a non-equilibrium geometry, with the ωB97M-V functional and the def2-TZVPD basis.

Positions of all 2 atoms, in Å:
F  0.000  0.000  -0.673
F  0.000  0.000  0.673

Computed properties:
net charge	0
maximum force	0.032	Eh/bohr
SMILES	FF
LUMO energy	-0.20	eV
DFT total energy	-5430.0718	eV
gap between HOMO and LUMO	13.910	eV

=====

5.
Computed, not measured: a molecular structure, F2 in a non-equilibrium geometry, with the ωB97M-V functional and the def2-TZVPD basis.

Positions of all 2 atoms, in Å:
F  0.000  0.000  -0.719
F  0.000  0.000  0.719

Computed properties:
net charge	0
maximum force	0.039	Eh/bohr
LUMO energy	-1.85	eV
DFT total energy	-5430.0409	eV
gap between HOMO and LUMO	12.695	eV

=====

6.
Computed, not measured: a molecular structure, F24InN2O6P4 in a non-equilibrium geometry, with the ωB97M-V functional and the def2-TZVPD basis.

Positions of all 37 atoms, in Å:
In  0.460  -0.223  -0.335
P  -0.337  -3.751  -0.243
P  0.866  0.943  3.264
P  -1.145  0.193  -3.878
P  0.014  3.762  -0.363
F  -1.984  1.385  -4.568
F  -1.409  -4.613  0.565
F  0.222  0.854  -4.494
F  -0.969  4.963  -0.866
F  -0.262  -0.901  -3.077
F  0.775  -4.074  0.877
F  -0.729  -2.375  0.579
F  0.413  -0.521  2.689
F  -1.225  2.712  -0.308
F  -1.390  -3.295  -1.361
F  0.235  3.390  -1.927
F  -0.282  4.190  1.156
F  1.468  2.357  3.805
F  -1.206  -0.690  -5.245
F  -0.957  1.075  -2.516
F  -0.052  0.745  4.570
F  1.767  1.081  1.886
F  0.136  -5.015  -1.111
F  2.124  0.253  4.034
F  0.996  2.500  0.082
F  1.306  4.710  -0.383
F  0.824  -2.827  -1.032
F  -2.478  -0.513  -3.365
F  -0.325  1.675  2.511
O  -2.131  -0.028  1.777
O  -2.228  -0.248  -0.341
O  -4.052  -0.159  0.790
O  3.704  -2.955  2.060
O  4.377  -0.940  1.807
O  2.713  -1.658  0.642
N  3.597  -1.859  1.522
N  -2.836  -0.141  0.796

Computed properties:
net charge	-3
maximum force	0.052	Eh/bohr
LUMO energy	1.80	eV
DFT total energy	-122829.2052	eV
gap between HOMO and LUMO	4.026	eV

=====

7.
Computed, not measured: a molecular structure, F2H12O6Pb in a non-equilibrium geometry, with the ωB97M-V functional and the def2-TZVPD basis.

Positions of all 21 atoms, in Å:
Pb  0.246  0.173  -0.435
F  2.507  0.825  -1.286
F  -0.724  0.586  -2.833
O  0.388  1.142  2.184
O  -2.007  0.791  0.512
O  -1.467  -2.138  0.020
O  0.850  -1.760  -1.923
O  1.693  -1.482  1.102
O  -0.106  2.634  -0.817
H  1.223  -1.607  -2.791
H  -0.368  3.464  -0.420
H  1.046  0.632  2.656
H  -1.279  -2.473  0.896
H  -2.417  -2.217  -0.069
H  -2.703  1.064  -0.086
H  -2.106  1.363  1.273
H  1.884  -1.266  2.014
H  -0.603  2.590  -1.634
H  2.552  -1.614  0.701
H  1.059  -2.674  -1.730
H  0.333  1.967  2.665

Computed properties:
net charge	0
maximum force	0.070	Eh/bohr
LUMO energy	-0.45	eV
DFT total energy	-23162.4642	eV
gap between HOMO and LUMO	7.817	eV